DFT (the ωB97M-V functional and the def2-TZVPD basis) results for C39H49Br9F2O18 as an isolated structure at a distorted geometry.

Calculated values
HOMO-LUMO gap = 8.43 eV
Strongest force on any atom = 2.6 eV/Å
Relative energy (zero: lowest compared OMol25 entry of this formula, charge and spin) = 0.000 eV
E = -713909.60019 eV

```
117
Properties=species:S:1:pos:R:3:forces:R:3
C 5.967 2.796 -2.684 -0.379 0.188 0.370
C 4.233 1.390 4.580 -0.312 0.522 1.778
Br -4.656 -1.290 3.234 -0.432 -0.466 0.102
C 3.794 2.693 -2.046 -0.852 -0.882 -0.076
H 2.011 1.467 -1.594 -0.049 0.451 0.049
C 2.783 0.919 4.512 0.606 -0.201 -0.372
O -1.278 0.832 -1.504 -0.066 0.444 -0.043
H -2.644 -2.829 -1.116 -0.137 0.318 0.215
F -0.269 -5.074 -5.691 0.079 -0.098 -0.014
H 1.256 -5.283 1.201 0.534 -0.013 0.256
H 1.174 5.548 3.783 0.256 -0.214 -0.122
C 3.202 -4.153 3.996 -0.250 -0.470 -0.702
H -1.985 6.197 2.931 0.361 0.266 0.043
H 3.944 -3.599 4.551 0.170 -0.179 0.006
O 0.330 4.930 0.876 0.353 0.346 0.185
O 0.426 -0.379 -0.660 0.742 1.060 -0.452
H 3.736 -5.200 0.348 -0.255 0.217 0.388
H 1.099 -1.849 0.492 0.177 0.119 0.137
O 1.792 -7.192 0.628 0.281 0.187 0.210
H -1.942 4.827 1.909 0.034 -0.036 -0.273
C 0.802 -7.945 0.082 0.487 0.394 0.763
H 0.435 6.739 1.918 0.080 -0.040 -0.305
C 1.555 -4.453 -4.326 -0.452 -0.061 0.083
H 2.600 -4.114 -0.501 0.094 0.091 0.309
C -0.049 5.767 1.980 -0.766 -0.306 0.492
C -2.210 4.090 -1.884 -1.072 -0.057 0.406
O 0.095 -7.214 -0.798 -0.680 -0.198 -0.133
H -1.216 -2.736 -5.276 0.082 -0.038 -0.172
H 2.126 1.787 4.507 -0.265 -0.112 -0.115
C -4.073 -3.727 -2.436 0.606 1.107 -0.096
H 4.798 0.765 5.284 0.373 -0.409 -0.787
Br 2.524 -2.936 2.628 0.377 -0.346 0.271
F -6.275 -2.005 -4.775 0.181 -0.048 -0.249
H -3.450 -0.518 -1.655 -0.270 -0.072 0.303
H -6.939 -1.256 4.082 -0.213 -0.123 0.049
O 2.770 0.316 3.197 -0.488 -0.052 -0.111
C 0.445 -5.869 -0.691 1.147 2.239 -0.489
O 1.130 2.862 0.618 0.292 -0.116 0.075
H -1.978 6.459 1.194 0.108 -0.061 -0.134
O 0.597 -9.069 0.392 -0.086 -0.274 -0.395
Br -4.562 4.079 2.186 -0.258 -0.464 0.232
H 1.914 -1.546 -2.620 0.022 0.043 -0.076
O -2.274 5.551 -3.832 0.122 -0.231 -0.556
C 2.848 -5.157 -0.281 0.853 0.503 -0.219
H -3.896 -4.730 -2.074 0.213 -0.104 -0.355
C 3.866 0.637 2.492 -0.107 0.768 0.770
O 4.682 1.425 3.248 0.248 -0.533 -0.225
H 1.998 -5.432 -4.449 -0.042 -0.017 0.031
H -2.821 3.251 -2.213 0.263 -0.086 -0.290
H 4.361 2.694 0.049 0.420 0.056 0.121
C -0.417 -0.708 1.487 0.514 1.399 -0.007
O -2.133 7.363 -5.148 0.373 0.408 -0.435
C -3.445 -2.629 -1.818 -1.089 -1.328 0.316
H 3.110 0.799 -2.751 0.036 0.072 -0.211
H -3.717 5.699 -2.471 -0.083 -0.677 0.594
Br -6.716 -3.743 4.004 0.297 0.566 -0.173
C -0.233 -2.894 -4.850 -0.744 0.037 0.878
H -5.414 -4.355 -3.925 -0.074 0.253 -0.330
C 2.665 1.741 -2.423 0.296 -0.228 0.431
H 3.383 3.692 -1.865 0.384 0.166 -0.429
H 0.777 -5.416 -1.633 0.019 -0.768 -0.323
H -1.151 3.932 -2.064 -0.019 -0.102 -0.178
C -5.340 -2.194 -3.833 0.449 -0.303 0.898
C 1.632 -5.795 0.316 -1.214 -0.987 -0.903
H 1.270 -0.242 5.449 0.027 -0.018 0.021
Br -2.705 1.746 3.315 -0.319 0.047 -0.212
H 2.600 0.026 6.540 0.252 0.312 -0.113
O 4.709 2.634 -3.161 0.369 0.723 0.309
H -2.423 6.936 -0.977 0.201 0.487 -0.062
H -1.200 -2.691 1.079 0.234 -0.251 0.168
C 1.510 -2.237 -3.349 -0.398 -0.094 0.473
H -0.342 4.672 3.880 -0.171 0.049 -0.152
C 4.694 2.272 -0.893 -0.793 -0.268 -0.935
C 0.348 -4.144 -4.937 0.500 0.338 -0.596
Br 3.990 -5.780 3.216 -0.185 0.846 0.385
H 3.225 -5.526 -1.240 -0.685 -0.601 -0.022
H 4.302 2.375 5.050 -0.027 0.163 -0.485
H 2.092 2.178 -3.238 -0.132 -0.125 0.000
H -5.191 1.708 2.814 0.126 0.178 0.478
H 2.964 -3.682 -2.880 0.190 -0.190 -0.366
C -1.561 5.844 1.988 -0.284 0.005 0.248
H -0.828 6.351 -1.584 -0.093 -0.384 0.191
C -4.935 -3.484 -3.491 -1.003 -0.839 0.214
C -1.865 6.568 -1.835 -0.523 -0.104 -0.631
Br 1.775 -4.645 5.174 -0.026 0.051 0.192
Br -7.424 -1.669 1.683 0.135 -0.006 0.141
O 5.966 2.757 -1.328 -0.004 -0.137 0.392
H -0.342 -0.014 2.329 0.486 -0.415 0.216
H -0.734 -2.388 2.850 0.724 -0.346 -0.432
C -3.973 -1.384 -2.057 1.701 1.174 -0.957
Br -4.396 1.365 0.543 0.257 0.255 0.598
O -1.828 7.517 -2.916 -0.157 0.328 0.330
C 0.873 3.786 1.325 -0.282 -0.426 -0.641
C -4.842 -1.127 -3.116 -0.214 -0.062 -0.045
O -1.280 0.044 0.612 -1.024 0.473 0.010
C -2.661 5.406 -2.464 1.424 0.837 0.171
O 4.067 0.326 1.369 0.111 -0.275 -0.344
O 6.941 2.968 -3.331 0.342 -0.007 -0.459
C 2.100 -3.484 -3.503 0.417 0.355 0.239
C 2.359 -0.148 5.491 -0.843 -0.229 0.100
H -2.100 -1.682 2.220 -0.010 -0.109 -0.473
H -0.346 -5.165 -0.417 -0.538 -0.778 0.445
H -0.296 -1.131 -3.588 0.128 0.350 -0.593
C -4.329 2.155 2.342 0.030 0.053 -1.164
H 2.736 -1.126 5.196 0.299 0.113 -0.012
C -0.749 0.289 -0.591 0.347 -1.632 0.351
C 0.871 -0.782 0.632 -0.723 -2.131 -0.129
H -2.365 4.123 -0.800 0.110 0.071 0.008
C 0.298 -1.956 -3.965 0.176 -0.580 0.188
C -6.502 -1.921 3.355 0.107 -0.039 -0.051
H -5.054 -0.105 -3.403 -0.279 -0.063 0.100
C -1.093 -1.987 1.902 -1.078 0.722 0.517
H 4.683 1.181 -0.862 0.342 0.053 0.348
H 1.785 -0.318 0.977 -0.222 0.734 -0.062
O 1.035 3.789 2.657 0.075 0.337 0.206
C -2.058 6.867 -4.080 -0.525 -0.570 0.477
C 0.451 4.979 3.199 0.155 0.105 0.410
```
Forces are in eV/Å.

***

DFT (the ωB97M-V functional and the def2-TZVPD basis) results for C39H50ClF5MnN7O6PTe as an isolated structure at a distorted geometry.

Calculated values
Expectation value of S² = 8.753
Spin multiplicity = 6
HOMO-LUMO gap (alpha / beta) = 7.47 / 7.42 eV
Strongest force on any atom = 4.8 eV/Å
E = -137977.64872 eV

```
111
Properties=species:S:1:pos:R:3:forces:R:3
C 1.857 3.240 2.616 -0.075 0.079 0.162
H 2.371 -0.344 4.040 0.048 -0.057 -0.070
N 1.803 -2.512 2.431 0.019 0.002 -0.028
C 1.753 -2.424 -2.284 -0.106 0.183 0.002
F -5.438 2.032 -0.666 0.671 -0.008 0.213
H -1.343 3.162 6.293 -0.015 -0.013 0.039
H -3.565 0.863 4.408 -0.015 0.021 0.033
H -0.884 3.845 -2.001 -0.057 0.017 0.180
C 0.937 3.171 3.663 -0.155 -0.215 -0.083
H -2.160 -0.185 4.668 -0.037 -0.022 -0.015
H 0.761 -4.153 0.972 0.007 -0.002 0.028
N 1.010 -0.443 1.618 -0.205 0.380 -0.444
C 2.471 5.471 3.235 0.012 0.024 -0.031
H -0.879 -4.366 1.626 0.015 -0.034 -0.023
H -0.491 -0.233 6.334 -0.016 -0.058 -0.023
H -1.668 1.448 6.625 0.005 0.065 0.055
C 0.788 4.288 4.481 0.043 0.094 -0.115
C 0.430 -0.431 5.787 -0.015 0.090 0.002
N 1.428 0.081 -1.086 0.095 -0.163 -0.237
H -2.338 -2.118 1.357 -0.026 0.039 -0.024
H -2.968 2.519 6.117 -0.025 -0.006 -0.007
H -1.131 -2.340 -10.592 -0.004 0.055 0.020
H 3.358 4.391 1.608 -0.051 0.028 -0.047
C 0.057 -1.701 -3.977 -0.368 0.323 -0.227
O -1.985 1.292 0.357 1.049 0.348 0.393
N -0.289 1.884 -1.955 -0.018 -0.025 0.018
C -2.518 0.704 4.143 0.077 0.017 -0.029
H 1.106 -0.966 6.460 0.017 -0.012 0.001
H 1.952 2.398 1.927 0.135 0.016 0.131
C 2.633 4.369 2.411 0.119 -0.018 -0.053
C -0.912 2.899 -2.511 0.067 0.104 -0.179
P 0.051 1.566 3.854 0.043 0.638 0.731
C 1.092 0.863 5.305 -0.105 -0.135 -0.285
C 2.464 0.500 4.721 -0.111 0.047 -0.016
H 3.388 -2.637 -0.914 0.037 0.029 -0.016
Mn 0.045 1.405 0.492 -0.348 -0.057 -0.557
C 1.326 1.815 6.476 -0.063 -0.066 -0.026
H 1.873 -3.262 4.377 -0.037 -0.002 0.005
C -0.019 -4.221 -7.431 -0.130 0.225 0.049
C -1.446 -1.629 0.962 0.138 0.053 0.089
C 2.415 -0.728 -0.746 -0.001 0.145 -0.026
H 3.710 -3.128 1.835 0.045 0.025 0.027
C -0.170 -4.077 -9.823 0.005 0.087 0.174
F -4.318 2.578 1.434 0.822 0.228 -0.657
H 0.644 -5.762 -8.746 0.007 0.014 -0.033
C -0.720 -0.703 -4.543 0.363 -0.487 0.249
C 0.798 -1.526 -2.780 0.084 0.044 0.208
H 1.840 2.716 6.147 0.019 0.016 0.068
C -1.694 1.952 4.499 0.216 -0.097 -0.021
C 0.647 -0.281 -2.122 0.238 -0.297 -0.131
C -0.825 -2.851 -9.689 0.020 -0.021 -0.147
C 0.187 -4.785 -8.680 0.107 -0.151 -0.072
H 0.071 4.276 5.289 0.016 0.000 0.018
H 3.675 -2.180 3.326 0.001 0.082 -0.008
H 1.895 -5.446 -10.722 -0.017 0.001 -0.010
H -2.144 1.506 -5.346 0.016 -0.002 -0.025
H -0.648 -3.830 -0.042 0.003 0.011 -0.003
H -1.404 -0.616 1.343 -0.184 -0.120 0.098
H 0.617 -3.553 -4.863 0.049 -0.001 -0.044
C 3.228 -2.279 2.333 -0.077 -0.085 -0.021
H -2.481 0.519 3.068 -0.041 -0.046 -0.005
F -3.505 0.655 -1.684 0.261 0.606 0.616
C 1.434 -3.518 3.407 -0.004 -0.013 0.004
C 2.594 -2.002 -1.283 0.086 -0.088 0.013
C -1.909 2.288 5.974 0.024 -0.044 -0.076
H 3.140 0.204 5.527 -0.004 -0.015 0.017
H 0.484 -6.519 -10.935 0.003 0.014 0.004
C -0.245 0.726 -2.648 -0.233 0.231 -0.179
C 0.859 -1.720 1.798 0.011 0.054 0.032
H 0.196 -1.084 4.942 -0.009 -0.053 0.021
C -0.250 -3.755 0.973 -0.010 -0.001 -0.005
C 0.955 -5.589 -11.262 -0.006 -0.075 -0.011
O 0.094 -4.480 -11.087 -0.110 0.019 -0.042
H -1.528 -1.588 -0.129 0.003 0.026 0.007
O -1.105 5.414 1.704 0.042 0.159 0.308
O -0.144 3.612 0.567 0.557 -0.672 -0.135
C 1.536 5.434 4.258 -0.053 -0.013 0.097
H -2.084 3.699 -4.115 -0.035 -0.003 -0.013
C -1.612 1.630 -4.413 0.025 0.093 0.014
H 0.279 -4.790 -6.559 0.031 -0.030 0.004
H 3.443 -1.383 1.761 0.016 0.027 0.024
Cl -1.202 4.628 0.532 -0.174 0.189 0.354
N -0.262 -2.363 1.382 -0.035 -0.053 -0.042
H 2.916 1.345 4.198 0.053 -0.026 0.004
H 1.155 -5.645 -12.329 0.001 -0.027 0.015
C -1.580 2.819 -3.743 -0.027 -0.109 -0.024
H 3.056 6.365 3.070 0.018 -0.002 -0.016
H 1.805 -4.508 3.125 -0.047 -0.012 -0.016
C -0.592 -2.248 -6.018 0.081 0.167 0.333
H -3.270 3.200 3.707 -0.045 -0.041 0.009
H -1.474 -1.320 -8.339 -0.002 0.019 -0.032
H 1.853 -3.411 -2.718 0.068 -0.003 -0.008
N 0.113 -2.689 -4.927 -0.020 -0.104 -0.039
C -0.582 -2.956 -7.294 0.075 -0.218 -0.202
H 0.402 2.095 6.976 0.049 0.037 0.005
C -2.187 3.100 3.628 0.029 -0.025 -0.050
H 1.387 6.299 4.890 0.011 0.013 -0.007
O -1.036 5.423 -0.631 0.083 0.169 -0.374
H 0.355 -3.562 3.520 -0.003 0.002 0.003
H -1.730 4.055 3.875 0.007 0.010 0.019
H 3.112 -0.337 -0.018 -0.044 -0.093 0.118
F -4.311 0.240 0.652 0.523 0.590 -0.208
C -0.899 0.549 -3.876 0.099 0.005 0.281
H -1.961 2.879 2.588 -0.106 0.090 -0.102
C -1.018 -2.294 -8.446 0.000 -0.021 0.115
H 1.963 1.316 7.212 0.008 -0.019 0.016
Te -3.605 1.846 -0.162 -3.896 -2.564 -1.289
N -1.107 -1.061 -5.802 -0.212 0.024 -0.297
O -2.472 3.941 0.506 0.074 0.603 0.217
F -3.529 3.114 -1.585 0.608 -0.101 0.977
H 1.821 -0.093 2.109 -0.080 -0.055 0.282
```
Forces are in eV/Å.